ORCA calculation (the ωB97M-V functional and the def2-TZVPD basis) on a structure of composition C40H44BN13OSTi.

The value obtained for the total energy is -98232.380 eV. The value obtained for the LUMO energy is -6.20 eV. Its relative energy (zero: lowest compared OMol25 entry of this formula, charge and spin) is 1.060 eV. The value obtained for the HOMO-LUMO gap is 6.27 eV.

```
! wB97M-V def2-TZVPD RIJCOSX def2/J DEFGRID3
* xyz 2 1
Ti 0.993 1.216 1.143
C 3.158 4.267 3.375
C 2.175 4.995 4.035
C 0.855 4.729 3.754
C 0.508 3.751 2.825
N 1.474 2.999 2.214
C 2.767 3.289 2.502
N -0.855 3.681 2.539
C -1.313 3.038 1.544
N -0.549 2.234 0.701
C -1.260 1.979 -0.463
N -0.711 1.687 -1.590
C 0.652 1.914 -1.769
C 1.048 2.182 -3.086
C 2.298 2.684 -3.348
C 3.178 2.903 -2.286
C 2.772 2.552 -1.030
N 1.549 2.037 -0.754
C -2.633 2.492 -0.272
C -3.696 2.565 -1.148
C -4.824 3.264 -0.730
C -4.864 3.894 0.515
C -3.772 3.856 1.372
C -2.661 3.144 0.961
H 4.209 4.440 3.554
H 2.444 5.764 4.749
H 0.046 5.277 4.216
H 3.514 2.689 2.010
H 0.306 2.047 -3.861
H 2.588 2.934 -4.361
H 4.157 3.339 -2.438
H 3.437 2.681 -0.188
H -3.633 2.116 -2.132
H -5.678 3.347 -1.391
H -5.749 4.447 0.800
H -3.779 4.381 2.320
B 2.757 0.328 4.128
N 3.296 -0.086 2.721
C 4.375 -0.837 2.532
C 4.691 -0.857 1.178
C 3.721 -0.071 0.587
N 2.877 0.410 1.526
N 1.203 0.576 4.059
C 0.447 0.756 5.134
C -0.894 0.819 4.758
C -0.877 0.660 3.394
N 0.403 0.512 2.955
H 2.963 -0.597 4.870
H 3.298 1.349 4.482
H 4.869 -1.307 3.370
H 5.517 -1.357 0.698
H 3.587 0.165 -0.455
H 0.899 0.814 6.113
H -1.754 0.959 5.394
H -1.712 0.608 2.712
C -5.312 -0.624 -3.546
C -5.361 -1.452 -2.268
N -4.458 -0.940 -1.233
C -3.310 -1.426 -0.763
S -2.582 -0.692 0.593
N -2.739 -2.530 -1.302
C -2.692 -2.971 -2.703
C -3.186 -4.397 -2.884
H -5.689 0.384 -3.364
H -5.933 -1.080 -4.319
H -4.291 -0.543 -3.927
H -5.133 -2.495 -2.457
H -6.367 -1.420 -1.851
H -4.759 -0.105 -0.756
H -1.998 -2.874 -0.715
H -1.655 -2.899 -3.039
H -3.268 -2.285 -3.313
H -2.573 -5.102 -2.318
H -3.136 -4.678 -3.939
H -4.219 -4.504 -2.550
C 1.361 -4.862 -1.140
N 1.120 -3.736 -0.239
N 1.129 -2.432 -0.663
C 0.717 -1.661 0.369
O 0.661 -0.366 0.258
C 0.420 -2.487 1.445
C 0.682 -3.777 1.031
C 0.525 -5.066 1.760
C 1.816 -2.019 -1.854
C 3.154 -2.359 -2.020
C 3.822 -1.932 -3.155
C 3.152 -1.175 -4.112
C 1.818 -0.842 -3.930
C 1.139 -1.262 -2.792
H 1.343 -4.513 -2.167
H 0.576 -5.603 -1.008
H 2.326 -5.324 -0.941
H 0.043 -2.170 2.401
H 0.270 -4.876 2.799
H 1.444 -5.652 1.723
H -0.271 -5.671 1.318
H 3.662 -2.940 -1.259
H 4.865 -2.187 -3.293
H 3.674 -0.853 -5.004
H 1.295 -0.263 -4.681
H 0.099 -0.996 -2.628
*
```